Computed, not measured: C16H20BiNOS as an isolated structure at a distorted geometry, with the ωB97M-V functional and the def2-TZVPD basis.

Structure (XYZ):
```
40
Properties=species:S:1:pos:R:3:forces:R:3:nbo_charge:R:1
Bi 0.021438 -1.096149 0.588180 0.319 1.150 -0.729 1.782
C 2.129506 0.318853 1.409872 0.085 0.471 -0.556 -0.431
C 2.637481 -0.549417 0.359976 0.223 0.672 -0.159 -0.437
C 2.672065 0.219651 -0.843559 -0.240 -0.224 0.518 -0.320
H 3.052282 -1.550597 0.497407 -0.122 0.356 -0.035 0.225
C 2.135570 1.498646 -0.569702 0.157 -0.315 0.243 -0.302
C 1.782891 1.565460 0.797829 0.621 -0.595 0.264 -0.311
H 1.364239 2.432354 1.310549 0.061 -0.415 -0.179 0.215
H 2.147654 0.096226 2.478119 -0.209 0.070 -0.373 0.237
H 3.064809 -0.124592 -1.800621 -0.320 0.028 0.257 0.206
H 2.033220 2.303842 -1.297524 -0.126 -0.270 0.204 0.202
C -2.387201 0.342904 0.956781 0.003 0.484 -0.454 -0.446
C -1.739814 1.554870 1.365902 -0.249 -0.264 -0.471 -0.344
C -1.446268 2.303180 0.202698 -0.490 -0.419 -0.024 -0.321
H -1.553315 1.862085 2.395062 0.074 -0.191 -0.278 0.213
C -1.926340 1.592444 -0.931905 -0.038 -0.462 0.566 -0.339
C -2.491668 0.369614 -0.481273 0.068 0.473 0.302 -0.373
H -2.954162 -0.395154 -1.109671 0.148 0.248 0.212 0.204
H -2.849218 -0.395224 1.613376 0.189 0.180 -0.125 0.214
H -0.965883 3.279381 0.161127 -0.034 -0.245 0.090 0.189
H -1.889773 1.940496 -1.962878 0.115 -0.159 0.267 0.191
O 0.408244 -2.923904 -0.469750 -0.804 -0.400 0.281 -0.946
C -0.324192 -0.446037 -4.238731 -0.291 -0.280 0.984 -0.159
C 0.207787 -1.597981 -3.739367 0.788 -0.850 -2.679 -0.396
C 0.469762 0.774281 -4.002123 0.270 0.482 0.299 -0.629
C -1.815553 -0.415731 -4.216346 -0.378 -0.069 0.422 -0.631
C 0.587185 -2.909717 -1.804917 1.349 -0.090 -2.293 -0.286
H 1.271395 -1.677824 -3.965712 0.274 -0.193 0.833 0.162
H -0.312787 -2.462453 -4.144234 -0.168 -0.504 0.745 0.158
H 0.128818 -3.690112 -2.521630 0.357 0.593 1.704 0.112
H 1.650995 -2.677808 -2.128682 -0.951 -0.352 0.505 0.108
H 0.608276 1.463317 -4.819185 -0.226 0.339 -0.793 0.170
H 1.482128 0.453948 -3.722132 -0.251 0.365 0.313 0.207
H -0.024862 1.348835 -3.206947 0.486 0.105 0.251 0.208
H -2.348489 -0.374105 -5.158165 0.014 0.270 -0.662 0.172
H -2.141732 0.449699 -3.617563 -0.310 -0.403 0.064 0.199
H -2.114440 -1.381736 -3.762091 -0.298 0.740 0.061 0.207
S -0.073127 0.472656 5.227388 -0.040 -0.257 0.233 -0.334
C -0.214633 -0.641964 4.043015 -0.055 -1.528 -3.615 0.151
N -0.282487 -1.332041 3.047029 0.000 1.459 3.803 -0.724
```
Positions in Å, forces in eV/Å.

For the total energy, the calculation gives -1364.20575 Eh. The HOMO-LUMO gap (spin up / spin down) is 3.9 / 3.2 eV. The charge is -2. The lowest unoccupied orbital energy (spin up / spin down) comes out at 4.8388 / 4.8447 eV. The energy relative to the best compared isomer or geometry (same formula, charge and spin) is 19.7 kcal/mol.



Computed, not measured: C16H20Br2CeN2O5 as an isolated structure at a distorted geometry, with the ωB97M-V functional and the def2-TZVPD basis.

Structure (XYZ):
```
46
Properties=species:S:1:pos:R:3:forces:R:3:lowdin_charge:R:1
Ce 0.025026 -0.308759 -0.820508 -0.248 -1.557 -0.346 1.737
C -1.270906 1.686172 -3.238459 0.304 -0.694 -0.375 0.091
O -0.742738 0.327494 -2.881696 0.030 0.905 0.491 -0.364
C -0.746910 -0.634164 -3.994189 -0.445 1.697 -0.116 -0.070
C 0.483008 -1.405320 -3.845410 1.152 -0.908 -1.154 -0.090
O 0.603995 -1.825520 -2.474094 -0.624 0.559 0.751 -0.269
C 1.421042 -2.980950 -2.182247 0.826 0.151 0.031 -0.061
C 1.091668 -3.473380 -0.799931 -0.743 -0.586 -0.711 -0.080
O 0.948625 -2.333020 0.067397 -0.146 1.025 -1.007 -0.328
C 1.186843 -2.521819 1.477719 0.367 0.653 0.203 0.039
H -0.856245 1.912259 -4.219301 -0.150 0.227 0.099 0.131
H -0.939946 2.404903 -2.509469 0.328 0.172 0.380 0.105
H -2.340193 1.620525 -3.230668 -0.567 0.024 -0.234 0.121
H -0.716311 -0.048548 -4.918282 -0.074 -0.292 -0.012 0.172
H -1.680455 -1.152576 -3.923549 -0.420 -0.661 -0.090 0.161
H 1.387150 -0.865922 -4.184713 -0.335 -0.148 0.419 0.186
H 0.374482 -2.284355 -4.464528 0.195 -0.434 -0.259 0.171
H 2.463422 -2.697856 -2.280088 0.234 0.187 0.022 0.168
H 1.211168 -3.711318 -2.932787 -0.170 -0.771 -0.353 0.160
H 1.892846 -4.134691 -0.490286 0.078 -0.098 0.376 0.171
H 0.133631 -4.010101 -0.827182 0.252 -0.041 0.281 0.168
H 2.203472 -2.869498 1.638083 0.036 -0.173 -0.034 0.134
H 0.449362 -3.211305 1.849636 -0.212 -0.173 0.439 0.126
H 1.109905 -1.505128 1.900287 -0.144 -0.543 0.179 0.104
Br -4.765843 1.260058 3.793008 -0.064 0.173 0.000 1.073
C -3.395214 0.891153 2.636228 0.053 0.331 0.714 -0.629
C -3.516073 -0.158582 1.742382 1.172 -0.107 -1.347 -0.015
C -2.433097 -0.385741 0.902286 -0.087 -0.365 0.069 -0.056
N -1.230242 0.246977 1.008004 -0.776 -0.102 0.090 -0.082
C -1.100946 1.225027 1.931666 -1.085 0.544 0.968 -0.151
C -2.184531 1.617793 2.702627 -0.050 -0.836 -0.675 0.024
C 0.201699 1.844027 2.224419 0.024 -0.035 -1.469 -0.097
C 0.588613 2.171321 3.466361 -0.092 0.612 2.138 0.013
C 1.837157 2.807360 3.758857 -0.578 -0.370 -0.027 -0.591
Br 2.301294 3.237267 5.485897 -0.149 -0.089 -0.526 1.080
C 2.686776 3.051496 2.672738 -0.013 -0.048 0.011 0.000
C 2.307680 2.700456 1.411535 -0.659 0.433 -0.176 0.094
N 1.052225 2.187993 1.208793 1.376 -0.012 0.134 0.009
H -4.420022 -0.717827 1.633591 -0.397 -0.314 0.002 0.139
H -2.483260 -1.163478 0.108500 -0.207 0.318 0.479 0.144
H -2.144602 2.454090 3.361534 0.229 0.444 0.411 0.133
H -0.130132 1.991940 4.280226 0.606 -0.039 -0.303 0.153
H 3.637751 3.510068 2.821329 0.594 0.240 0.046 0.143
H 2.892112 2.860522 0.503969 -0.042 -0.036 0.347 0.184
O 0.862464 1.757598 -0.084493 0.036 0.533 0.264 -0.105
O 1.744248 0.633360 -0.285191 0.586 0.202 -0.132 -0.146
```
Positions in Å, forces in eV/Å.

For the total energy, the calculation gives -6728.83195 Eh. The HOMO-LUMO gap is 5.6 eV. The charge is +4. The lowest unoccupied orbital energy comes out at -15.6233 eV. The energy relative to the best compared isomer or geometry (same formula, charge and spin) is 0.0 kcal/mol.



Computed, not measured: a 2-piece molecular cluster, C16H20Cl3N3O overall at a distorted geometry, with the ωB97M-V functional and the def2-TZVPD basis.

Structure (XYZ):
```
43
Properties=species:S:1:pos:R:3:forces:R:3:nbo_charge:R:1
C 1.347362 2.870942 -2.170264 -0.735 -0.343 0.744 -0.719
C 0.206933 1.789846 -1.975565 1.555 0.377 -0.131 0.734
O 0.548709 0.626601 -1.917476 -0.991 0.654 -0.212 -0.554
N -1.153958 2.285593 -1.926426 0.053 -0.404 -0.195 -0.534
C -2.067376 1.557572 -2.825209 0.125 -0.541 -0.978 -0.420
C -1.668477 2.422893 -0.545958 -0.470 -0.425 0.358 -0.205
C -1.935204 1.009752 0.173636 -0.697 0.729 -0.192 -0.458
C -1.455968 0.963010 1.672461 0.380 0.431 -0.015 -0.397
C -0.481096 -0.227114 2.046497 -0.599 -0.129 0.766 -0.453
C -0.739383 -1.561082 1.293760 -0.760 -1.048 -0.854 -0.013
C -2.077843 -2.089150 1.182932 1.727 -1.182 -1.009 -0.215
C -2.333299 -3.355652 0.417719 2.977 0.491 -0.307 -0.207
C -1.217153 -4.020360 -0.202608 -0.567 1.175 0.828 -0.207
C 0.200279 -3.522940 -0.114261 -2.637 0.127 0.333 0.092
N 1.162277 -4.261546 -0.788780 1.478 2.985 1.825 -0.350
C 2.373395 -3.682316 -0.607848 0.086 0.019 0.036 0.004
C 2.661336 -2.453734 0.175399 -1.461 -0.456 -0.155 0.003
N 1.700708 -1.723486 0.791282 -0.006 -2.883 -1.673 -0.408
C 0.428305 -2.280313 0.643377 -1.044 0.140 0.235 0.198
H 1.535824 3.024548 -3.266311 -0.337 -0.054 1.023 0.240
H 2.272280 2.464469 -1.688556 -0.785 0.379 -0.503 0.235
H 1.038629 3.824476 -1.667513 0.358 -0.709 -0.679 0.222
H -1.549742 1.411682 -3.820905 -0.532 0.196 1.082 0.211
H -2.362735 0.530216 -2.479960 0.203 0.866 -0.130 0.190
H -2.988049 2.160783 -3.036115 0.793 -0.410 0.440 0.206
H -2.651574 2.972730 -0.621018 1.144 -0.310 0.130 0.203
H -0.932583 3.036900 0.037118 -0.670 -0.473 -0.438 0.199
H -3.053632 0.840406 0.163957 1.179 0.036 -0.128 0.206
H -1.488289 0.239026 -0.502474 -0.160 0.440 0.985 0.241
H -0.878211 1.920731 1.860786 -0.576 -1.034 -0.054 0.201
H -2.318515 1.009073 2.401790 0.765 -0.194 -0.979 0.205
H -0.648344 -0.446759 3.146999 0.288 0.235 -1.101 0.220
H 0.561420 0.154195 1.975397 -0.986 -0.790 -0.267 0.246
H -2.968022 -1.589114 1.632734 1.076 -0.245 -0.327 0.222
H -3.349828 -3.792869 0.274457 0.977 0.619 0.319 0.226
H -1.410541 -4.949543 -0.798868 0.401 1.007 0.650 0.228
H 3.248858 -4.184968 -1.103050 -0.990 0.549 0.557 0.202
H 3.721462 -2.115787 0.259379 -1.048 -0.225 -0.090 0.212
Cl 5.174353 1.455414 3.292986 -0.060 0.062 0.015 0.007
C 3.672150 1.876438 2.458649 0.005 -0.176 -0.063 -0.292
Cl 3.986177 3.041961 1.164202 -0.039 0.021 0.061 0.002
Cl 2.887175 0.428581 1.816374 0.459 0.508 0.171 0.053
H 3.002189 2.338896 3.177273 0.118 -0.016 -0.080 0.224
```
Positions in Å, forces in eV/Å.

For the total energy, the calculation gives -2241.67598 Eh. The HOMO-LUMO gap is 8.2 eV. The lowest unoccupied orbital energy comes out at -0.3860 eV. The energy relative to the best compared isomer or geometry (same formula, charge and spin) is 52.5 kcal/mol.



Computed, not measured: an isolated ion of composition C16H20F3O3S and charge -1 at a distorted geometry, with the ωB97M-V functional and the def2-TZVPD basis.

Structure (XYZ):
```
43
Properties=species:S:1:pos:R:3:forces:R:3:nbo_charge:R:1
C 0.774752 -2.486622 3.482860 -0.196 -0.145 0.076 -0.626
C 0.517237 -2.606947 1.976039 0.133 -2.451 0.153 -0.240
C -0.661733 -3.693312 1.830505 0.281 1.262 0.656 0.637
C -0.414155 -4.980847 1.089798 -0.368 -0.228 -0.485 -0.744
O -1.736414 -3.471467 2.368496 0.963 -0.347 -0.583 -0.567
C 1.841314 -3.104903 1.233713 -1.443 0.256 -0.111 0.675
C 3.128336 -3.094606 2.012537 0.583 -0.333 -0.168 -0.746
O 1.791942 -3.464565 0.067623 0.358 0.246 0.838 -0.604
H 1.443418 -1.654061 3.717518 -0.024 -0.076 -0.157 0.233
H -0.167834 -2.309619 4.010274 0.178 -0.065 -0.170 0.244
H 1.218456 -3.424648 3.829467 -0.089 0.089 0.282 0.183
H 0.188848 -4.809073 0.187369 -0.240 -0.176 0.442 0.263
H 0.099015 -5.707097 1.744657 -0.074 0.334 -0.200 0.225
H -1.396757 -5.385463 0.816297 0.243 -0.054 0.141 0.223
H 3.366234 -2.085326 2.380885 -0.289 -0.377 -0.039 0.260
H 3.067095 -3.793235 2.862252 0.048 0.290 -0.229 0.223
H 3.923152 -3.425506 1.334225 -0.094 0.051 0.156 0.222
C -0.496406 3.732176 2.224450 -0.522 0.055 0.193 -0.624
C 0.650784 2.853219 1.777419 -0.137 -1.580 1.155 0.233
C 1.937631 3.600468 2.093285 0.419 0.328 -0.201 -0.612
C 0.628616 1.419145 2.289884 0.380 1.511 1.659 -0.352
C 1.739423 0.615564 1.871374 -0.894 -0.942 -1.233 -0.174
C 1.469275 -0.552047 1.215616 1.128 0.707 0.390 -0.331
C 0.144244 -1.247647 1.370772 -0.390 0.215 -0.715 -0.285
C -0.843065 -0.492855 2.232198 -0.697 0.019 0.337 -0.336
C -0.583228 0.764335 2.677461 -0.279 -0.273 -1.085 -0.189
O 0.581826 2.758688 0.330509 -0.226 -0.562 -2.082 -0.701
S -0.029958 1.215302 -0.313199 0.493 2.157 0.858 0.521
C -0.165914 1.903842 -1.948845 -0.052 0.271 0.688 0.783
F -1.185636 2.811387 -2.020038 0.688 -0.331 -0.753 -0.343
F 0.975249 2.523978 -2.354626 -0.979 -0.320 -0.312 -0.332
F -0.440263 0.870699 -2.800076 0.122 0.890 0.231 -0.339
H -0.501904 3.816519 3.315815 -0.045 0.015 -0.077 0.203
H -0.374993 4.732409 1.795687 -0.032 -0.091 0.028 0.198
H -1.464112 3.346596 1.894388 0.093 -0.073 0.042 0.217
H 2.065137 3.713907 3.180391 -0.107 -0.093 -0.353 0.207
H 2.809985 3.102650 1.671326 -0.015 -0.074 0.107 0.210
H 1.900403 4.597128 1.638721 0.047 -0.023 0.056 0.192
H 2.760101 0.994108 1.903914 -0.166 0.201 -0.507 0.189
H 2.162852 -0.921149 0.441365 -0.089 -0.106 0.893 0.207
H -0.328295 -1.432653 0.379971 0.286 -0.208 0.198 0.194
H -1.837354 -0.956437 2.344473 0.704 0.212 0.308 0.210
H -1.363365 1.308647 3.235843 0.298 -0.181 -0.423 0.191
```
Positions in Å, forces in eV/Å.

For the total energy, the calculation gives -1545.09672 Eh. The HOMO-LUMO gap is 5.0 eV. The charge is -1. The lowest unoccupied orbital energy comes out at 3.0929 eV. The energy relative to the best compared isomer or geometry (same formula, charge and spin) is 35.2 kcal/mol.



Q: Among the records above, which one has the lowest energy relative to the best compared isomer or geometry (same formula, charge and spin)?
A: C16H20Br2CeN2O5



Q: The lowest energy relative to the best compared isomer or geometry (same formula, charge and spin) belongs to which entry?
A: C16H20Br2CeN2O5